{
  "formula": "CH2Cl2FPS",
  "method": "ωB97M-V/def2-TZVPD",
  "symbols": ["C", "F", "P", "S", "Cl", "Cl", "H", "H"],
  "positions_angstrom": [[-1.230, 0.121, 0.196], [-1.376, 1.122, 1.063], [0.260, -1.117, 0.805], [2.946, 1.578, -1.045], [2.422, 0.321, 0.359], [0.357, -2.140, -0.990], [-2.201, -0.459, 0.447], [-1.178, 0.573, -0.836]],
  "mulliken_charge": [-0.264, -0.250, 0.261, -0.116, 0.000, -0.173, 0.250, 0.292],
  "homo_lumo_gap_ev": [7.55, 5.81],
  "e_tot_ha": -1798.99138,
  "fmax_ha_per_bohr": 0.05134
}